No. 1
Formula: C20H28N4O4
Source: OMol25
Level of theory: wB97M-V/def2-TZVPD

Last column: Mulliken charge in e.
Element x y z (Å)
1 H -0.463 -0.544 0.251  0.2758
2 H -4.791 5.693 -0.266  0.3984
3 C -4.392 4.980 0.455  -1.4522
4 H 4.496 -9.907 1.586  0.2348
5 O -1.042 1.450 1.754  -0.6890
6 H 3.848 -0.457 1.496  0.3227
7 C -2.237 4.146 1.536  0.5843
8 H 2.155 0.847 -0.488  0.2018
9 N 3.865 -9.679 0.835  -0.5741
10 H 4.476 -2.871 -0.273  0.2816
11 H -0.428 5.271 1.928  0.3672
12 C 3.759 -1.014 0.555  -0.9833
13 C 4.455 -2.363 0.697  -0.6680
14 C 3.433 -8.360 0.801  0.5171
15 H -0.513 1.921 -1.307  0.3085
16 H -2.717 6.220 1.035  0.4133
17 O -2.232 5.112 -0.617  -0.3251
18 C 0.150 0.095 -0.384  -0.8094
19 H 2.182 -1.681 -0.744  0.2326
20 C -1.633 3.316 0.441  0.4042
21 H 1.710 -1.617 2.258  0.1914
22 N 2.317 -3.378 1.345  0.2262
23 N -1.618 3.882 -0.696  -0.4604
24 H 3.563 -8.024 2.907  0.3027
25 H 2.219 -6.094 -1.427  0.3452
26 H 4.249 -0.411 -0.214  0.4302
27 H 3.792 -2.829 2.702  0.2781
28 C 3.298 -7.589 1.950  -0.7158
29 C 3.729 -3.259 1.697  -0.8781
30 H 4.158 -10.047 -0.056  0.2453
31 H 0.145 -0.336 -1.386  0.4100
32 H 5.492 -2.231 1.014  0.4284
33 C 1.637 -2.091 1.273  -1.6692
34 O 3.192 -8.601 -1.523  -0.5956
35 C 2.818 -6.290 1.888  -0.5418
36 C 3.045 -7.796 -0.421  1.1441
37 H -4.932 5.095 1.396  0.3464
38 C -1.163 4.682 2.481  -1.6565
39 H -2.970 3.566 2.099  0.3831
40 O 0.892 -4.201 -0.218  -0.6640
41 H 0.589 -2.280 1.059  0.6583
42 N -0.492 1.395 -0.449  -0.0504
43 H 4.186 -4.243 1.727  0.5750
44 H 2.878 -8.133 -2.304  0.2924
45 C 1.831 -4.381 0.544  0.5311
46 H -4.566 3.970 0.078  0.2995
47 C 1.576 0.176 0.154  -1.0188
48 C -2.912 5.211 0.670  0.1254
49 C 2.549 -6.512 -0.483  -0.8900
50 C -1.026 1.967 0.647  0.2228
51 H -1.612 5.323 3.242  0.4077
52 H 2.707 -5.715 2.798  0.5097
53 H 1.548 0.631 1.149  0.4061
54 C 2.274 -1.177 0.226  1.0420
55 H -0.650 3.860 2.978  0.4176
56 C 2.447 -5.737 0.670  -0.1200

For the HOMO energy, the calculation gives -7.97 eV. The spin multiplicity is 1. Its energy above the lowest of the compared OMol25 structures with the same formula, charge and spin is 1.770 eV. The value obtained for the total energy is -35345.3554 eV. As for the orbital gap: 8.68 eV. Its charge is 0.

---

No. 2
Formula: C20H28NNiO2
Source: OMol25
Level of theory: wB97M-V/def2-TZVPD

Last column: Mulliken charge in e.
Element x y z (Å)
1 H 0.920 4.644 0.917  0.5450
2 H 3.049 -1.761 -3.409  0.3630
3 H 3.379 -3.443 -3.856  0.3904
4 H 1.174 2.205 -0.286  0.4806
5 H -1.920 -2.985 -0.220  0.1054
6 H -0.481 4.493 3.743  0.5145
7 C 0.171 4.113 0.325  -0.7345
8 C -1.785 2.698 3.235  -1.1882
9 C -0.853 2.634 -1.147  -0.1329
10 C -3.076 4.238 1.641  0.2891
11 O -0.704 -0.692 -1.358  -0.4690
12 H -1.418 5.719 0.073  0.5904
13 C 3.623 -3.195 -1.143  -1.7142
14 H 0.624 0.409 2.645  0.5183
15 H -2.752 2.993 3.640  0.8403
16 H -0.164 0.352 0.353  -0.6725
17 N -4.008 4.951 1.755  -0.9158
18 C 2.631 -2.773 -3.410  -1.6789
19 H 1.592 2.869 3.059  0.4024
20 C -1.884 -1.993 0.247  -0.6184
21 H -2.085 0.493 2.890  0.4664
22 C 0.016 1.304 2.778  -0.5087
23 H -2.674 3.896 -1.522  0.3912
24 H -0.983 1.811 -1.845  0.6502
25 C -1.741 3.735 -0.978  -0.7879
26 H -2.683 -1.949 0.998  0.4271
27 C -0.478 -1.673 0.837  -0.7116
28 C 0.069 -0.618 -0.117  0.6651
29 H 1.142 -0.678 -0.285  0.5103
30 H -2.519 -0.066 -0.434  0.1468
31 C -1.399 1.344 2.913  -0.0688
32 C 1.584 -4.556 -1.908  -0.8052
33 Ni -1.393 3.413 1.413  0.1504
34 H 4.374 -3.888 -1.551  0.4112
35 C 0.521 -3.673 -1.281  -0.6277
36 H 4.017 -2.171 -1.148  0.3591
37 C -0.540 3.476 3.346  -0.2290
38 H 1.726 -2.779 -4.030  0.3758
39 C -1.104 4.694 -0.115  -0.6720
40 C 0.536 2.602 3.014  -0.9168
41 H -2.642 -1.343 -1.715  0.4484
42 H 2.027 -5.243 -1.183  0.2921
43 C 0.297 2.844 -0.327  -0.5325
44 H 1.292 -5.017 -2.850  0.3311
45 C 2.363 -3.225 -1.985  1.3775
46 O 1.319 -2.456 -1.319  -0.1201
47 H -0.364 -3.495 -1.889  0.1987
48 C -2.051 -0.968 -0.871  -0.5019
49 H 0.259 -4.024 -0.281  0.3401
50 H -0.547 -1.256 1.841  0.5027
51 H 3.385 -3.463 -0.106  0.3698
52 H 0.157 -2.548 0.909  0.1531

For the HOMO energy (alpha / beta), the calculation gives -3.18 / -3.79 eV. The spin multiplicity is 3. Its energy above the lowest of the compared OMol25 structures with the same formula, charge and spin is 0.095 eV. The value obtained for the total energy is -67819.0732 eV. As for the orbital gap (alpha / beta): 5.51 / 6.11 eV. Its charge is -1.

---

No. 3
Formula: C20H28NO2SV
Source: OMol25
Level of theory: wB97M-V/def2-TZVPD

Last column: Mulliken charge in e.
Element x y z (Å)
1 H 5.612 0.384 -2.450  0.2261
2 H -1.475 -1.568 -0.511  -0.0906
3 H 4.060 -0.872 -1.588  0.2150
4 C 4.565 2.180 -2.066  -0.4591
5 O 2.743 0.728 -1.151  -0.2821
6 H 2.677 2.858 -1.146  0.2756
7 H 0.027 -2.856 -4.146  0.3280
8 C 3.546 -0.045 -2.118  -0.0053
9 H -3.112 -0.690 0.480  0.7886
10 C -3.117 0.336 0.799  -0.7720
11 C 1.080 -3.454 -2.017  -1.8325
12 H -0.928 -0.105 -3.281  0.2286
13 H 4.216 2.929 -2.793  0.1873
14 H 0.901 -0.517 2.003  0.5348
15 H 0.880 1.029 4.244  0.3722
16 H -2.332 3.571 0.520  0.3625
17 C -1.244 -0.966 2.552  -0.8512
18 H -1.542 -3.330 -0.856  0.3374
19 H 5.534 2.510 -1.634  0.3056
20 C 0.039 -0.282 2.634  -0.1686
21 H -0.233 -2.676 0.101  0.4024
22 H -2.978 -1.080 3.992  0.3280
23 C -2.302 1.372 0.196  -0.5101
24 H 0.650 -0.393 -4.111  0.2529
25 C -1.184 0.191 4.567  -0.4825
26 H 2.872 -0.557 -2.815  -0.0273
27 H 0.544 -4.351 -2.390  0.3938
28 H 3.847 2.101 0.004  0.2525
29 H 1.890 -3.212 -2.729  0.3767
30 H -1.587 -2.371 -3.673  0.3211
31 C -2.733 2.602 0.775  -0.5539
32 C -3.785 2.338 1.720  -0.5520
33 H -1.422 0.476 5.601  0.5408
34 C 3.409 2.016 -1.016  -0.4689
35 O 0.583 -1.045 -2.057  -0.4124
36 H -1.523 -1.668 1.779  0.6742
37 H 4.646 0.927 -3.849  0.3007
38 H -4.400 3.095 2.216  0.4815
39 C 0.047 0.443 3.864  -0.7487
40 C -2.009 -0.634 3.732  -0.4723
41 C -3.137 2.421 4.863  0.6599
42 C -4.026 0.936 1.725  -0.4107
43 C -0.523 -2.218 -3.456  -0.9144
44 C 4.659 0.816 -2.760  -0.5268
45 S -1.885 2.829 3.845  -0.4316
46 H -1.533 1.235 -0.557  0.4948
47 N -3.987 2.239 5.658  -0.7684
48 H 1.496 -3.591 -0.996  0.3987
49 H -4.904 0.429 2.131  0.4157
50 V -1.702 1.096 2.272  0.1942
51 C -0.053 -0.769 -3.348  -0.3255
52 C 0.011 -2.371 -1.994  1.6618
53 C -0.877 -2.468 -0.765  -1.2446

For the HOMO energy (alpha / beta), the calculation gives -1.92 / -3.42 eV. The spin multiplicity is 4. Its energy above the lowest of the compared OMol25 structures with the same formula, charge and spin is 0.000 eV. The value obtained for the total energy is -63299.7622 eV. As for the orbital gap (alpha / beta): 4.32 / 5.82 eV. Its charge is -1.

---

No. 4
Formula: C20H29BBrCoF2NO10P2S2
Source: OMol25
Level of theory: wB97M-V/def2-TZVPD

Last column: Mulliken charge in e.
Element x y z (Å)
1 C -0.750 -2.298 -3.876  -0.8564
2 H 0.845 -3.383 0.565  -0.3486
3 C -3.922 -1.727 2.428  -0.0122
4 H -0.843 -3.907 0.548  0.2356
5 H 1.414 1.768 -4.536  0.4387
6 O 3.353 1.236 3.960  -0.4921
7 S 5.404 0.142 2.229  -0.5878
8 C -1.085 2.846 -2.501  0.5303
9 O -2.106 -1.860 -1.177  -0.4373
10 H 0.739 1.868 3.415  0.1651
11 H 1.550 -2.979 4.376  0.4252
12 H 2.219 -1.796 0.836  0.1067
13 C -3.778 -0.227 2.052  0.4768
14 N 0.480 1.423 -1.347  0.4459
15 C 3.000 -2.411 1.281  -1.4000
16 P -0.495 -1.649 -1.306  0.7913
17 Co 0.327 -0.092 0.122  0.4092
18 H -3.214 2.993 -2.664  0.2419
19 H 2.309 2.323 5.256  0.3917
20 O -1.855 1.183 1.288  -0.0465
21 O -2.222 -3.479 2.547  -0.8329
22 O -0.317 -1.366 -2.903  -0.0328
23 H 2.342 -0.702 5.644  0.0801
24 H 0.115 1.255 4.958  0.5636
25 H 0.776 0.143 3.751  -0.0680
26 H 3.966 -2.032 0.945  0.3841
27 C 0.887 1.128 4.200  -0.8709
28 H -0.301 -2.003 -4.825  0.2204
29 H 2.873 -3.439 0.941  0.4621
30 H 0.726 -2.470 2.897  0.0971
31 S 2.273 0.918 1.244  -0.5028
32 O -0.452 -1.344 1.621  0.9111
33 H 3.467 0.429 6.403  0.3380
34 O -4.687 0.600 1.942  -0.8308
35 H -0.433 -3.309 -3.618  0.2819
36 O -0.094 -3.196 -1.273  -0.5298
37 H -1.839 -2.281 -3.968  0.2721
38 Br 2.708 0.210 -2.449  -0.0743
39 H -3.014 -0.357 -2.268  0.3317
40 H -0.678 3.140 -4.597  0.3949
41 H -2.526 0.099 -0.616  -0.1318
42 C -0.351 2.675 -3.676  -0.5695
43 H 3.746 -2.918 3.228  0.0296
44 F -1.747 3.466 1.343  -0.3362
45 C -2.359 3.632 -2.445  -1.4269
46 O 2.937 -1.080 3.347  -0.1019
47 B -2.022 2.318 1.968  0.3028
48 H -1.099 2.356 -0.413  0.1770
49 C -1.671 -1.195 1.906  0.3794
50 H -3.903 -0.984 -0.847  0.2943
51 C 2.887 -2.389 2.791  0.6329
52 H -2.353 4.445 -3.169  0.4578
53 H 1.738 0.505 6.792  0.4593
54 C -2.393 -0.019 1.815  -1.0267
55 C 2.462 0.318 6.000  -1.2845
56 F -2.382 2.411 3.235  -0.2349
57 C -2.601 -2.302 2.346  0.2508
58 H 0.407 -4.887 -0.295  0.3434
59 C 0.084 -3.882 -0.029  -0.1222
60 H 1.528 -4.045 2.971  0.4718
61 P 3.498 0.271 2.683  0.6540
62 H -2.513 4.050 -1.454  0.3210
63 C 1.592 -3.006 3.290  -1.3944
64 C 0.806 1.911 -3.657  -0.7786
65 C -2.925 -0.706 -1.236  -0.3052
66 C 1.170 1.302 -2.467  0.1078
67 C 2.244 1.300 4.858  0.4846
68 C -0.600 2.226 -1.366  0.0637
69 O -5.014 -2.259 2.705  -0.7896

For the HOMO energy (alpha / beta), the calculation gives -0.05 / -2.00 eV. The spin multiplicity is 4. Its energy above the lowest of the compared OMol25 structures with the same formula, charge and spin is 0.134 eV. The value obtained for the total energy is -197214.3491 eV. As for the orbital gap (alpha / beta): 3.91 / 5.86 eV. Its charge is -2.